Record 1
{"formula": "C28H23AuN6O2PS3", "method": "wB97M-V/def2-TZVPD", "energy_ev": -87924.7769, "charge": 1, "multiplicity": 1, "e_above_lowest_kj_mol": 252.8, "gap_ev": [4.503, 4.489], "elements": ["Au", "S", "S", "S", "P", "O", "O", "N", "N", "N", "N", "N", "N", "C", "C", "C", "C", "C", "C", "C", "C", "C", "C", "C", "C", "C", "C", "C", "C", "C", "C", "C", "C", "C", "C", "C", "C", "C", "C", "C", "C", "H", "H", "H", "H", "H", "H", "H", "H", "H", "H", "H", "H", "H", "H", "H", "H", "H", "H", "H", "H", "H", "H", "H"], "xyz": [[-1.00, 1.70, 0.08], [-0.33, 0.18, 2.62], [-1.12, -0.78, -0.48], [2.33, 1.13, 0.15], [-0.36, -1.35, 1.32], [3.22, 1.83, 1.01], [1.71, -0.08, 0.66], [2.10, 4.11, -0.66], [-3.12, 1.72, 0.31], [1.02, 2.05, -0.26], [-0.23, 3.88, -0.29], [-8.44, 1.92, 0.59], [4.51, -0.05, -5.19], [-3.86, 1.77, -0.80], [-5.10, 1.76, 1.62], [1.10, -2.43, 1.09], [-2.47, -2.20, 3.00], [0.68, 6.02, -0.65], [2.03, -2.60, 2.10], [-3.27, -3.17, 3.58], [-7.30, 1.87, 0.53], [-5.88, 1.82, 0.46], [-3.73, 1.71, 1.49], [2.36, -3.84, -0.37], [3.14, -3.39, 1.85], [3.31, -4.01, 0.62], [1.92, 5.41, -0.78], [1.25, -3.05, -0.14], [-5.24, 1.82, -0.78], [3.07, 0.75, -1.41], [3.28, -0.75, -3.26], [-2.33, -4.83, 2.13], [-1.57, -2.55, 2.00], [3.85, 1.70, -2.06], [4.05, 0.21, -3.95], [-3.19, -4.49, 3.16], [-0.40, 5.19, -0.42], [2.80, -0.48, -2.00], [4.33, 1.44, -3.32], [-1.53, -3.87, 1.55], [1.02, 3.38, -0.40], [4.18, -4.62, 0.44], [0.51, -2.90, -0.91], [4.04, 2.64, -1.56], [-1.41, 5.55, -0.32], [2.81, 5.99, -0.99], [2.49, -4.31, -1.34], [2.21, -1.20, -1.46], [-5.57, 1.76, 2.60], [4.29, -0.92, -5.64], [3.08, -1.70, -3.73], [1.90, -2.11, 3.05], [5.04, 0.64, -5.69], [-3.09, 1.66, 2.36], [-0.86, -4.14, 0.75], [-5.80, 1.87, -1.70], [-3.32, 1.77, -1.74], [4.93, 2.17, -3.84], [0.56, 7.09, -0.74], [-3.95, -2.89, 4.37], [3.89, -3.50, 2.62], [-2.52, -1.18, 3.34], [-2.27, -5.85, 1.79], [-3.78, -5.25, 3.64]], "nbo_charge": [1.20, -0.59, -0.29, 2.35, 1.17, -0.88, -0.99, -0.47, -0.48, -0.87, -0.56, -0.19, -0.78, 0.07, -0.18, -0.38, -0.22, -0.34, -0.12, -0.20, 0.22, -0.07, 0.07, -0.20, -0.21, -0.19, 0.14, -0.24, -0.19, -0.43, -0.30, -0.20, -0.31, -0.14, 0.22, -0.18, 0.11, -0.09, -0.28, -0.22, 0.56, 0.23, 0.22, 0.25, 0.22, 0.22, 0.22, 0.23, 0.26, 0.40, 0.21, 0.23, 0.40, 0.25, 0.22, 0.26, 0.23, 0.22, 0.25, 0.22, 0.23, 0.23, 0.22, 0.22]}

***

Record 2
{"formula": "C28H23Br2N8RuS4Si", "method": "wB97M-V/def2-TZVPD", "energy_ev": -235218.0378, "multiplicity": 2, "e_above_lowest_kj_mol": 91.2, "gap_ev": [6.345, 6.195], "elements": ["Ru", "Br", "Br", "S", "S", "S", "S", "Si", "N", "N", "N", "N", "N", "N", "N", "N", "C", "C", "C", "C", "C", "C", "C", "C", "C", "C", "C", "C", "C", "C", "C", "C", "C", "C", "C", "C", "C", "C", "C", "C", "C", "C", "C", "C", "H", "H", "H", "H", "H", "H", "H", "H", "H", "H", "H", "H", "H", "H", "H", "H", "H", "H", "H", "H", "H", "H", "H"], "xyz": [[-0.29, -0.30, -0.10], [-7.05, -0.30, -0.98], [-2.26, 5.10, -3.75], [3.58, -0.05, 2.96], [-0.49, -2.27, 1.17], [-1.21, 3.99, 3.49], [-1.10, -1.41, -1.87], [1.71, -0.60, -1.42], [-2.61, 0.09, 0.30], [-0.64, 2.22, 1.71], [2.53, -1.91, 1.38], [1.29, 0.07, 1.76], [-2.23, -5.52, 1.09], [-2.62, 3.44, 1.26], [-3.07, -4.40, -2.78], [-0.80, 1.52, -1.17], [1.55, 0.13, -3.17], [-2.44, -3.76, -2.06], [-3.08, 0.79, -0.75], [-4.40, 0.70, -1.15], [4.36, 2.29, 0.13], [-2.11, 1.70, -1.42], [-3.44, -0.70, 0.96], [0.35, 2.18, 2.67], [5.70, 0.55, -0.83], [4.55, -0.17, -1.14], [3.21, 1.56, -0.18], [3.27, 0.32, -0.82], [1.44, 1.21, 2.55], [-2.57, 2.75, -2.19], [-1.86, -4.54, 0.62], [0.20, 3.03, 3.71], [2.35, -0.70, 1.93], [-4.78, -0.85, 0.63], [-1.66, 3.66, -2.71], [-1.69, -2.92, -1.18], [0.06, 2.42, -1.65], [-0.32, 3.51, -2.42], [2.15, -2.40, -1.82], [-1.41, -3.28, 0.09], [-5.25, -0.14, -0.45], [-1.53, 3.11, 2.02], [5.61, 1.78, -0.20], [2.61, 1.34, 3.20], [3.41, -2.38, 1.44], [6.67, 0.14, -1.08], [-3.00, -1.26, 1.78], [-3.39, 3.86, 1.76], [0.81, 3.12, 4.59], [0.57, -0.01, -3.63], [2.26, 1.95, 0.14], [2.14, -3.11, -1.00], [1.42, -2.74, -2.56], [3.13, -2.45, -2.31], [-4.77, 1.23, -2.02], [1.10, 2.27, -1.42], [1.71, -2.41, 1.06], [4.27, 3.24, 0.63], [-3.62, 2.90, -2.37], [1.82, 1.18, -3.24], [-5.42, -1.51, 1.20], [2.27, -0.41, -3.80], [-2.92, 2.70, 0.64], [4.65, -1.12, -1.64], [2.95, 2.17, 3.80], [6.50, 2.34, 0.04], [0.42, 4.20, -2.79]], "mulliken_spin": [0.82, 0.00, 0.00, 0.00, 0.03, 0.00, 0.12, -0.04, 0.02, -0.01, 0.00, 0.02, 0.01, 0.00, -0.01, -0.02, 0.00, 0.00, 0.03, 0.00, 0.00, 0.01, 0.00, -0.01, 0.00, 0.00, 0.00, -0.01, 0.01, 0.00, 0.00, 0.00, -0.01, 0.01, 0.00, -0.03, 0.00, 0.00, 0.00, 0.05, 0.00, 0.00, 0.00, 0.00, 0.00, 0.00, -0.01, 0.00, 0.00, 0.00, 0.00, 0.00, 0.00, 0.00, 0.00, 0.00, 0.01, 0.00, 0.00, 0.00, 0.00, 0.00, 0.00, 0.00, 0.00, 0.00, 0.00]}

***

Record 3
{"formula": "C28H23CeCl3O4P", "method": "wB97M-V/def2-TZVPD", "energy_ev": -97381.7136, "charge": 1, "multiplicity": 1, "e_above_lowest_kj_mol": 0.0, "gap_ev": [6.569, 6.568], "elements": ["Ce", "Cl", "Cl", "Cl", "P", "O", "O", "O", "O", "C", "C", "C", "C", "C", "C", "C", "C", "C", "C", "C", "C", "C", "C", "C", "C", "C", "C", "C", "C", "C", "C", "C", "C", "C", "C", "C", "C", "H", "H", "H", "H", "H", "H", "H", "H", "H", "H", "H", "H", "H", "H", "H", "H", "H", "H", "H", "H", "H", "H", "H"], "xyz": [[-0.61, 1.43, -1.64], [-0.70, 0.71, -4.00], [2.01, 5.30, -2.58], [5.04, 1.78, -5.29], [-1.30, -0.44, 0.45], [0.87, 2.88, -1.32], [-2.48, 1.49, -0.58], [1.59, 0.34, -1.80], [-4.49, 1.62, -1.54], [-0.03, 2.83, 2.49], [-0.32, -1.85, 1.06], [-4.06, -0.20, -0.07], [1.86, 2.65, -2.23], [-2.00, 2.05, 3.64], [-5.38, -0.61, 0.00], [2.37, -0.50, -0.85], [3.33, 0.35, -0.06], [1.19, -2.88, 2.62], [0.36, -1.82, 2.27], [2.49, 3.69, -2.92], [3.48, 3.43, -3.84], [-5.71, -1.79, 0.65], [-0.14, 1.75, 1.63], [-4.72, -2.57, 1.21], [-3.38, -2.18, 1.14], [-0.97, 2.98, 3.50], [2.27, 1.34, -2.50], [0.64, -4.00, 0.56], [-2.12, 0.98, 2.76], [3.01, -1.66, -1.57], [-3.04, -0.99, 0.51], [-3.74, 1.05, -0.80], [1.33, -3.97, 1.77], [3.83, 2.11, -4.11], [3.22, 1.06, -3.46], [-0.17, -2.95, 0.20], [-1.18, 0.83, 1.75], [-6.13, 0.01, -0.47], [3.48, 0.04, -3.71], [-0.90, 3.82, 4.18], [-0.70, -2.97, -0.74], [-6.74, -2.10, 0.70], [0.61, 1.61, 0.86], [-2.73, 2.18, 4.43], [0.25, -0.98, 2.94], [1.59, -0.88, -0.20], [1.98, -4.79, 2.05], [3.68, -0.22, 0.80], [0.75, -4.86, -0.10], [3.96, 4.25, -4.36], [-4.97, -3.50, 1.71], [3.33, -2.39, -0.82], [2.85, 1.26, 0.32], [-2.62, -2.80, 1.58], [3.89, -1.36, -2.13], [-2.93, 0.28, 2.86], [2.30, -2.15, -2.24], [1.72, -2.86, 3.56], [4.20, 0.64, -0.65], [0.77, 3.54, 2.38]], "lowdin_charge": [1.01, 0.25, 0.77, 0.73, 1.09, -0.25, -0.31, -0.21, 0.16, -0.04, -0.39, -0.13, -0.35, -0.04, 0.01, -0.35, 0.00, -0.06, -0.07, -0.57, -0.09, -0.04, -0.12, -0.04, -0.06, -0.05, -0.27, -0.07, -0.05, -0.02, -0.26, -0.50, -0.06, -0.64, -0.01, -0.11, -0.36, 0.13, 0.12, 0.11, 0.12, 0.12, 0.07, 0.12, 0.11, 0.10, 0.11, 0.10, 0.11, 0.12, 0.12, 0.10, 0.09, 0.11, 0.08, 0.12, 0.10, 0.11, 0.10, 0.12]}